71
Properties=species:S:1:pos:R:3:forces:R:3:mulliken_charge:R:1 method="wB97M-V/def2-TZVPD" spin_multiplicity=5 e_homo_ev="-5.20 / -7.28" de_lowest_ev=0.234 fmax_ev_per_a=3.43 lumo_energy_ev="-0.21 / -3.80"
C -2.053152 -3.707792 -4.499948 -1.02 1.15 -0.34 -0.4578
C -1.906964 -2.262339 -4.652620 -3.16 -0.05 -0.23 -0.5987
C -2.200247 -1.656115 -3.360846 -1.38 -0.56 -0.95 -0.7383
C -2.548376 -2.707874 -2.451196 -1.54 -0.34 -1.08 0.3958
C -2.448232 -3.973214 -3.133892 -1.10 0.84 0.18 -1.3885
Fe -0.704179 -2.936399 -3.275195 0.15 -1.65 3.01 0.0367
C 0.971613 -3.836678 -2.583314 1.11 0.95 0.06 -1.2655
C 0.898460 -3.808138 -4.034930 0.94 0.98 0.04 -0.5582
C 0.779920 -2.436198 -4.453467 2.98 0.95 0.49 -0.8665
C 0.787313 -1.560137 -3.257957 0.23 -1.81 -0.28 1.8376
C 0.396630 -0.167057 -3.326509 -0.48 0.57 -1.02 -1.7034
C 1.040487 1.043219 -2.960184 0.55 0.16 0.06 0.9732
C 0.738740 2.202769 -3.732630 0.39 0.05 0.42 -0.4668
C 1.444199 3.386037 -3.567093 -0.45 -0.41 0.21 -0.7299
C 2.414091 3.478345 -2.575169 -0.07 0.26 0.25 -0.5774
C 2.704116 2.372252 -1.776328 -0.51 -0.44 -0.07 -0.5427
C 2.039836 1.162886 -1.959433 -0.02 0.09 -0.17 -0.3690
C 0.871290 -2.473621 -2.097230 1.33 0.05 -0.67 -0.1708
H -1.993031 -4.453299 -5.287167 0.27 0.21 0.22 0.5030
H -1.734952 -1.720026 -5.573800 0.23 -0.16 0.19 0.5413
H -2.270492 -0.604732 -3.099675 0.24 -0.27 -0.19 0.4957
H -2.983155 -2.528280 -1.480710 0.58 -0.08 -0.09 0.4824
H -2.769718 -4.927614 -2.719831 0.44 0.22 -0.18 0.4758
H 1.174439 -4.712541 -1.975837 -0.32 0.15 -0.17 0.5130
H 0.961645 -4.650135 -4.712737 -0.07 0.05 0.25 0.5002
H 0.724319 -2.051443 -5.471801 -0.06 -0.28 0.41 0.5709
H -0.427187 0.015631 -4.040567 0.61 -0.19 0.24 0.1964
H -0.049841 2.145773 -4.465778 -0.08 -0.07 -0.18 0.3698
H 1.185280 4.258749 -4.155534 0.04 -0.07 -0.02 0.3714
H 2.843341 4.452160 -2.351775 0.17 -0.33 -0.17 0.3955
H 3.392800 2.461179 -0.953558 0.19 0.02 -0.17 0.6402
H 2.254093 0.302750 -1.316142 0.00 0.31 -0.27 0.4211
H 0.912060 -2.124248 -1.055069 -0.26 -0.34 -0.62 0.6343
C -1.373859 1.271939 7.695648 0.00 -0.12 0.01 -1.2088
C -0.763535 0.897584 6.396143 -0.26 0.18 -0.90 0.5740
C 0.270019 0.026562 6.178623 0.85 -1.00 -1.67 -0.6461
C 0.560283 -0.184056 4.776110 0.77 0.16 2.80 -0.7748
C -0.215606 0.571692 3.912694 -1.80 0.00 0.45 0.3370
B -0.376514 0.413514 2.305697 -0.19 0.01 0.89 1.9353
C 0.736260 1.556515 1.901520 -0.87 -1.04 0.24 0.2796
C 0.342375 2.883786 1.904068 0.44 1.22 -0.16 -0.6140
C 1.271744 3.903248 1.652507 -0.40 -0.17 -0.02 -0.8288
C 2.605043 3.575325 1.432882 0.16 0.12 0.42 0.5010
C 3.595864 4.668503 1.100679 0.70 0.53 -1.22 0.6995
F 4.828292 4.516368 1.657389 -0.97 -0.12 -0.18 -0.2773
F 3.823800 4.686769 -0.280140 -0.13 0.11 1.56 -0.2235
F 3.174928 5.921580 1.412941 0.12 -0.97 -0.05 -0.2835
C 3.020846 2.244239 1.513060 -0.18 -0.36 0.08 -0.7969
C 2.076096 1.230063 1.750445 1.24 0.76 -0.22 -0.4168
O -0.112102 -1.034680 2.005052 0.27 1.22 -0.47 -0.8087
C -1.295944 -1.481712 1.557842 -1.83 -0.46 -0.56 0.4749
C -2.300104 -0.464815 1.569933 -0.50 -1.70 -0.42 0.5159
C -3.616553 -0.747514 1.183365 0.85 0.37 0.20 -1.1233
C -3.908720 -2.022106 0.694632 0.21 -0.67 0.03 -0.3490
C -2.917611 -3.019025 0.660196 -0.26 0.03 0.23 -0.6706
C -1.611589 -2.773218 1.116440 0.04 0.77 0.18 -0.5910
O -1.827079 0.711296 2.005199 1.38 0.18 -0.26 -0.8654
S -1.409611 1.420639 4.839711 0.36 0.51 0.10 -0.1156
H -0.870430 0.752488 8.510392 -0.03 -0.03 -0.04 0.3597
H -1.307586 2.342909 7.889353 -0.03 0.06 -0.13 0.3155
H -2.430254 0.994123 7.704197 -0.01 0.06 0.04 0.3150
H 0.767845 -0.518790 6.975781 -0.04 0.14 -0.13 0.3482
H 1.309646 -0.883447 4.443933 0.15 0.02 -0.15 0.5097
H -0.687047 3.170107 2.108778 0.10 -0.20 -0.11 0.4721
H 0.956645 4.947809 1.635670 0.09 -0.33 -0.02 0.4300
H 4.078148 1.995498 1.391132 -0.34 0.08 0.01 0.3222
H 2.431328 0.203652 1.807781 -0.23 0.09 -0.03 0.5590
H -4.358945 0.040703 1.275372 0.02 -0.16 -0.18 0.4718
H -4.912366 -2.259228 0.317372 0.46 0.17 0.26 0.3972
H -3.159577 -4.003458 0.230451 0.12 0.51 0.38 0.3743
H -0.839276 -3.538730 1.125076 -0.18 0.06 -0.11 0.4813